1.
C23H32NO4Zr | ωB97M-V/def2-TZVPD

Properties
- E_HOMO (eV) = -11.598
- calculated total energy (eV) = -35326.6513
- E_LUMO (eV) = -3.830
- charge = +1
- energy above the lowest of the compared OMol25 structures with the same formula, charge and spin (kJ/mol) = 0.0

Each line ends with the natural charge from an NBO analysis.
CARTESIAN COORDINATES (ANGSTROEM)
O 5.1632 -1.1307 -0.8385  -0.565
C 5.5926 -2.2908 -0.0949  -0.059
C 7.0646 -1.9650 -0.3222  -0.454
H 5.2366 -3.2182 -0.5492  0.175
H 5.2545 -2.2554 0.9432  0.167
C 6.5545 -0.7387 -1.1046  0.270
H 7.6159 -2.6876 -0.9186  0.216
H 7.6342 -1.7286 0.5730  0.214
C 6.8353 -0.7556 -2.5878  -0.627
H 6.5812 -1.7227 -3.0177  0.216
H 7.8897 -0.5577 -2.7837  0.219
H 6.2463 0.0067 -3.0964  0.215
C 6.8563 0.6004 -0.4761  -0.626
H 6.6241 0.5886 0.5870  0.211
H 6.2615 1.3837 -0.9444  0.212
H 7.9099 0.8553 -0.5960  0.221
Zr -2.4593 1.1276 0.3637  2.148
C -3.2125 2.7146 1.9574  -0.337
C -3.6262 1.4401 2.3816  -0.328
C -2.4648 0.7021 2.7087  -0.371
H -4.6363 1.0727 2.4215  0.294
C -1.3475 1.5262 2.4898  -0.264
C -1.7991 2.7645 2.0053  -0.380
H -1.1828 3.5997 1.7173  0.265
H -3.8629 3.5104 1.6401  0.270
H -2.4487 -0.3256 3.0220  0.267
H -0.3185 1.2381 2.6231  0.247
C -3.9861 2.1960 -1.1267  -0.360
C -2.8711 3.0476 -0.9431  -0.336
C -1.7346 2.4110 -1.4783  -0.357
H -2.8823 4.0163 -0.4766  0.261
C -2.1595 1.1722 -2.0175  -0.353
C -3.5408 1.0516 -1.8099  -0.260
H -4.1365 0.1899 -2.0454  0.263
H -4.9940 2.3830 -0.7969  0.303
H -0.7388 2.8186 -1.5090  0.259
H -1.5282 0.4185 -2.4559  0.266
O -0.5263 0.0016 0.1402  -0.627
C 0.7186 0.6982 -0.0845  -0.056
C 1.7982 -0.1912 0.4976  -0.429
H 0.6527 1.6766 0.3847  0.198
H 0.8440 0.8363 -1.1597  0.200
C 1.2071 -1.5809 0.2997  -0.431
H 1.9304 0.0166 1.5595  0.208
H 2.7571 -0.0500 0.0042  0.268
C -0.2588 -1.3533 0.5947  -0.070
H 1.6432 -2.3311 0.9553  0.245
H 1.3438 -1.9107 -0.7301  0.224
H -0.4747 -1.4035 1.6624  0.182
H -0.9456 -2.0113 0.0774  0.260
O -6.0224 1.0008 0.6542  -0.616
C -5.5571 -0.1079 0.4565  0.685
C -6.4356 -1.3059 0.3324  -0.510
C -5.4344 -2.4173 0.0470  -0.507
C -4.1314 -1.6910 0.0696  0.676
O -3.0876 -2.2493 -0.1693  -0.618
N -4.2257 -0.3719 0.3273  -0.788
H -6.9814 -1.4757 1.2853  0.252
H -7.1449 -1.1775 -0.5136  0.252
H -5.4591 -3.2077 0.8274  0.252
H -5.6002 -2.8521 -0.9625  0.250

Forces on atoms 1 to 6 (eV/Å):
0.0 0.1 0.0
-0.1 -0.1 0.0
0.1 0.0 0.0
0.0 0.0 0.0
0.0 0.0 0.0
-0.1 -0.1 0.0

***

2.
C23H33As2AuO9 | ωB97M-V/def2-TZVPD

Properties
- E_HOMO (eV) = -0.723
- calculated total energy (eV) = -168177.9657
- E_LUMO (eV) = 4.366
- charge = -2
- energy above the lowest of the compared OMol25 structures with the same formula, charge and spin (kJ/mol) = 0.0

Each line ends with the natural charge from an NBO analysis.
CARTESIAN COORDINATES (ANGSTROEM)
Au 1.2806 0.1224 -0.8747  0.403
C 0.6842 -0.8714 4.6760  -0.235
O 1.6058 -0.4854 3.6908  -0.584
C 2.5129 -1.4962 3.3015  0.696
O 2.6332 -2.4797 4.0476  -0.763
C 3.1630 -1.2026 2.1109  -0.712
C 4.2659 -2.0032 1.5318  -0.718
As 5.9878 -1.2585 1.8227  0.859
C 5.6775 -0.4612 3.5997  -0.946
C 5.7144 0.4725 0.7973  -0.405
C 4.5268 1.0498 0.5823  -0.347
As 2.7432 0.3367 1.1155  1.028
C 2.1831 1.8745 2.1819  -0.941
C 4.4187 2.3765 -0.1027  0.778
O 4.6990 3.4155 0.4416  -0.603
O 3.8402 2.3936 -1.3217  -0.523
C 4.1065 1.2932 -2.2097  -0.269
C 6.9054 1.1034 0.1983  0.765
O 6.9509 1.7634 -0.8186  -0.635
O 8.0331 0.8427 0.9053  -0.506
C 9.2237 1.3715 0.3442  -0.253
C 4.0439 -2.6618 0.3019  0.716
O 3.0410 -2.6412 -0.4131  -0.730
O 5.0893 -3.4675 -0.2263  -0.584
C 5.8558 -4.2490 0.6631  -0.255
H 0.0663 0.0052 4.8800  0.162
H 1.1788 -1.2029 5.5926  0.171
H 0.0415 -1.6855 4.3257  0.167
H 5.2046 -1.2380 4.2027  0.243
H 5.0015 0.3887 3.5382  0.220
H 6.6277 -0.1572 4.0433  0.196
H 2.7611 1.9168 3.1030  0.220
H 1.1307 1.7260 2.4092  0.244
H 2.3224 2.7813 1.5944  0.220
H 5.1641 1.2916 -2.4664  0.192
H 3.4826 1.4690 -3.0817  0.194
H 3.8240 0.3379 -1.7666  0.212
H 10.0352 1.0041 0.9684  0.179
H 9.2043 2.4623 0.3485  0.181
H 9.3510 1.0315 -0.6836  0.186
H 6.0342 -5.2150 0.1774  0.150
H 5.3255 -4.4010 1.6062  0.196
H 6.8211 -3.7863 0.8881  0.167
C 0.3830 -3.0171 1.1602  -0.307
O 0.0304 -1.6591 1.5326  -0.493
C -0.7381 -0.8655 0.8574  0.265
C -1.5666 -1.5653 -0.1964  -0.795
H 0.8547 -3.0087 0.1804  0.240
H -0.5002 -3.6595 1.1901  0.154
H 1.1234 -3.3160 1.8969  0.232
H -2.3145 -2.1425 0.3677  0.210
H -1.0168 -2.2488 -0.8497  0.229
H -2.0717 -0.8286 -0.8152  0.225
C -1.7095 -1.9234 -4.9279  -0.586
C -1.2329 -0.4682 -4.8158  -0.159
C -2.4594 0.4556 -4.7696  -0.585
C -0.3892 -0.1193 -6.0498  -0.585
C -0.4358 -0.2946 -3.5915  -0.136
C 0.2267 -0.1543 -2.5815  -0.453
H -2.2995 -2.0655 -5.8401  0.179
H -2.3251 -2.1882 -4.0670  0.211
H -0.8559 -2.6021 -4.9505  0.215
H -3.0678 0.3351 -5.6727  0.180
H -2.1453 1.4973 -4.6916  0.211
H -3.0732 0.2239 -3.8980  0.211
H -0.9738 -0.2579 -6.9660  0.180
H 0.4953 -0.7559 -6.0965  0.214
H -0.0542 0.9176 -5.9995  0.210

Forces on atoms 1 to 6 (eV/Å):
0.3 -0.1 0.0
0.0 0.0 0.0
0.0 0.0 0.1
0.1 0.1 0.0
-0.1 -0.1 0.0
0.1 0.0 0.0

***

3.
C23H33Br3Cl2N2O5 | ωB97M-V/def2-TZVPD

Properties
- E_HOMO (eV) = -4.850
- calculated total energy (eV) = -272761.2644
- E_LUMO (eV) = -3.094
- energy above the lowest of the compared OMol25 structures with the same formula, charge and spin (kJ/mol) = 0.0

Each line ends with the natural charge from an NBO analysis.
CARTESIAN COORDINATES (ANGSTROEM)
C -3.3867 -1.7625 -1.5857  -0.636
C -2.0649 -0.8618 -1.7365  -0.425
C -2.0107 0.3369 -0.6314  -0.234
Cl -2.5891 1.9619 -1.3385  -0.061
C -0.6162 0.4482 0.1297  0.024
C 0.8056 0.4314 -0.5541  -0.042
C 0.9507 0.3414 -2.1641  0.783
O 0.8350 -0.7458 -2.7972  -0.476
O 1.2811 1.4976 -2.9391  -0.535
C 0.1256 2.1303 -3.5034  0.133
Br -1.0248 1.3490 -4.9144  0.106
C -0.1794 3.4470 -3.0154  -0.053
C -1.4198 4.3242 -3.4970  -0.680
Br 1.0069 4.2348 -1.6005  0.043
C 2.1013 0.5058 0.3641  -0.015
C 3.5862 0.4520 -0.2845  -0.276
Br 3.9867 2.1402 -1.3171  0.042
C 3.8088 -0.8848 -1.1904  -0.438
C 4.8298 -1.9407 -0.5344  -0.622
C 1.9151 0.6439 1.9197  0.266
C 3.1335 0.7687 2.9474  -0.479
C 3.3148 -0.4892 3.9353  -0.410
C 4.8016 -1.0811 4.0259  -0.444
C 5.8652 -0.1465 4.7851  -0.093
O 5.4113 1.2132 5.0506  -0.541
C 6.1735 2.1000 4.1995  0.616
O 6.6377 3.1947 4.6034  -0.512
N 0.5664 0.7029 2.5110  -0.378
Cl 0.3131 0.9130 4.2181  0.241
C -0.6637 0.5920 1.6972  0.403
N -1.9743 0.6597 2.3987  -0.836
H -3.3442 -2.3775 -0.6127  0.203
H -4.3312 -1.1014 -1.6427  0.295
H -3.3862 -2.5294 -2.4532  0.226
H -1.9113 -0.4215 -2.7836  0.230
H -1.1617 -1.5552 -1.5163  0.207
H -2.8362 0.0573 0.1299  0.284
H -1.6252 4.1354 -4.6052  0.250
H -2.3732 4.1535 -2.8838  0.251
H -1.1732 5.4460 -3.3933  0.240
H 4.4071 0.4088 0.5195  0.238
H 4.2139 -0.5230 -2.2108  0.241
H 2.8117 -1.4249 -1.3834  0.233
H 5.8960 -1.5941 -0.7998  0.223
H 4.5893 -2.9672 -1.0106  0.240
H 4.6430 -1.9397 0.6018  0.197
H 4.1410 0.9971 2.4658  0.241
H 2.8868 1.6844 3.6147  0.261
H 3.0162 -0.1415 4.9986  0.229
H 2.5615 -1.3273 3.6644  0.226
H 4.7217 -2.0519 4.6558  0.234
H 5.1127 -1.4205 2.9790  0.212
H 6.1796 -0.5939 5.8052  0.220
H 6.8100 -0.0923 4.1306  0.189
H 6.3873 1.8003 3.1155  0.135
H -2.0559 1.5322 2.9383  0.402
H -2.1146 -0.1791 2.9818  0.402
C -8.8017 -1.3234 -2.0711  -0.621
C -7.4160 -1.8518 -2.4894  0.109
C -7.5043 -3.3742 -2.7100  -0.615
O -6.5645 -1.6266 -1.4837  -0.846
H -9.1616 -1.7866 -1.1457  0.190
H -8.7862 -0.2387 -1.9211  0.193
H -9.5440 -1.5346 -2.8520  0.167
H -7.2128 -1.4133 -3.4841  0.087
H -7.8195 -3.9081 -1.8066  0.192
H -6.5408 -3.7880 -3.0271  0.190
H -8.2339 -3.6057 -3.4971  0.172

Forces on atoms 1 to 6 (eV/Å):
0.4 0.4 -0.5
0.8 -0.4 0.5
-0.6 -1.5 0.5
0.7 -1.3 0.8
2.6 0.6 2.1
-0.3 0.6 2.9